Record 1
The following is a DFT calculation (ωB97M-V with the def2-TZVPD basis set) of the molecule C5H8O2 at a distorted geometry.

Geometry as ORCA input:
```
! RIJCOSX wB97M-V def2-TZVPD def2/J DEFGRID3
* xyz 0 1
C 1.127 0.438 -0.138
C 0.180 0.753 1.025
C 1.987 -0.735 0.327
C -0.380 0.581 -0.363
C -1.143 -0.718 -0.624
O 1.933 1.559 -0.762
O 3.142 -1.030 0.218
H -0.030 0.010 1.849
H 0.119 1.829 1.334
H 1.392 -1.512 0.918
H -0.742 1.461 -0.904
H -2.089 -0.523 -0.158
H -0.785 -1.578 -0.123
H -1.432 -0.792 -1.721
H 2.834 1.215 -0.828
*
```

Computed properties:
Max |F| (eV Å⁻¹): 3.43
Orbital gap (eV): 10.8
Lowest unoccupied orbital energy (Eh): 0.034

The Mulliken scheme yields these atomic charges, measured in e: 0.779 -0.866 -0.095 0.021 -1.205 -0.562 -0.469 0.267 0.274 0.197 0.390 0.347 0.309 0.297 0.313

Record 2
The following is a DFT calculation (ωB97M-V with the def2-TZVPD basis set) of a structure of composition C5H7NO2 at a distorted geometry.

Geometry as ORCA input:
```
! RIJCOSX wB97M-V def2-TZVPD def2/J DEFGRID3
* xyz 0 1
C 0.125 1.424 0.667
C -0.060 0.400 -0.416
C 1.519 -0.153 -0.741
C -0.125 -1.054 -0.239
C -1.466 -1.092 0.602
H -0.693 1.107 1.632
H -0.113 2.513 0.183
H 1.202 1.595 1.316
H 1.554 -0.976 -1.539
H 2.415 0.485 -0.540
H -0.177 -1.588 -1.226
H -1.634 -1.859 1.250
N -2.305 -0.201 -0.064
O 1.174 -1.052 0.344
O -1.416 0.451 -1.228
*
```

Computed properties:
Max |F| (eV Å⁻¹): 8.41
Orbital gap (eV): 10.2
Lowest unoccupied orbital energy (Eh): 0.013

The Mulliken scheme yields these atomic charges, measured in e: -0.934 0.792 -0.590 0.075 -0.393 0.229 0.274 0.288 0.294 0.292 0.331 0.426 -0.260 -0.437 -0.387

Record 3
The following is a DFT calculation (ωB97M-V with the def2-TZVPD basis set) of the molecule C5H7NO.

Geometry as ORCA input:
```
! RIJCOSX wB97M-V def2-TZVPD def2/J DEFGRID3
* xyz 0 1
C 1.387 0.558 -1.326
C 0.001 0.354 -0.777
C -0.201 -0.579 0.463
N 0.943 -0.606 1.359
C -1.560 -0.282 0.941
C -2.690 0.084 0.727
O -0.941 0.866 -1.332
H 1.651 1.609 -1.176
H 2.142 -0.076 -0.867
H 1.324 0.396 -2.405
H 0.864 -1.395 1.994
H 0.999 0.230 1.932
H -0.255 -1.582 0.017
H -3.664 0.425 0.450
*
```

Computed properties:
Max |F| (eV Å⁻¹): 0.74
Orbital gap (eV): 10.3
Lowest unoccupied orbital energy (Eh): 0.027

The Mulliken scheme yields these atomic charges, measured in e: -1.115 0.503 0.284 -0.562 -0.626 -0.018 -0.516 0.269 0.347 0.336 0.255 0.250 0.211 0.382

Record 4
The following is a DFT calculation (ωB97M-V with the def2-TZVPD basis set) of a cluster of 2 separate species, C3H6N3 in total at a distorted geometry.

Geometry as ORCA input:
```
! RIJCOSX wB97M-V def2-TZVPD def2/J DEFGRID3
* xyz 1 1
C 1.514 -0.605 -1.586
C 0.306 -0.795 -1.202
C -0.520 0.782 0.990
N -0.355 0.103 2.114
N -0.699 -0.788 -0.499
N -0.682 1.815 0.437
H 1.778 0.237 -2.168
H 0.016 0.346 2.986
H -0.770 -0.791 1.766
H -1.619 -1.032 -0.913
H -1.271 2.158 -0.282
H 2.303 -1.430 -1.642
*
```

Computed properties:
Max |F| (eV Å⁻¹): 5.91
Orbital gap (eV): 9.5
Lowest unoccupied orbital energy (Eh): -0.170

The Mulliken scheme yields these atomic charges, measured in e: -0.769 0.626 0.576 -0.320 -0.528 -0.243 0.279 0.244 0.313 0.250 0.319 0.254

Record 5
The following is a DFT calculation (ωB97M-V with the def2-TZVPD basis set) of the molecule C21H30N2O4.

Geometry as ORCA input:
```
! RIJCOSX wB97M-V def2-TZVPD def2/J DEFGRID3
* xyz 0 1
C -1.541 -2.948 1.213
C -2.411 -1.861 1.829
H -3.179 -2.308 2.467
H -1.820 -1.151 2.412
O -3.050 -1.082 0.817
C -4.294 -1.418 0.478
O -4.879 -2.372 0.921
C -4.912 -0.460 -0.528
H -5.970 -0.736 -0.581
C -4.289 -0.616 -1.925
C -2.889 -0.012 -1.994
H -2.210 -0.574 -1.354
C -2.927 1.442 -1.519
N -3.462 1.507 -0.182
C -2.744 1.789 0.931
O -3.218 1.745 2.050
C -1.321 2.206 0.700
C -0.319 1.250 0.684
C 1.016 1.623 0.546
C 1.338 2.971 0.416
C 0.333 3.920 0.437
C -0.993 3.552 0.584
H -1.773 4.298 0.611
H 0.591 4.964 0.343
H 2.368 3.264 0.305
N 1.975 0.606 0.551
C 3.327 0.691 0.373
O 3.922 1.724 0.169
C 4.007 -0.676 0.429
C 5.484 -0.491 0.789
C 6.241 -1.806 0.924
H 6.318 -2.319 -0.031
H 7.248 -1.618 1.287
H 5.742 -2.466 1.632
H 5.957 0.144 0.042
H 5.529 0.047 1.739
C 3.775 -1.397 -0.913
C 4.436 -0.705 -2.099
H 4.163 0.347 -2.129
H 4.118 -1.172 -3.028
H 5.518 -0.775 -2.038
H 2.698 -1.457 -1.095
H 4.146 -2.421 -0.833
H 3.529 -1.271 1.218
H 1.596 -0.318 0.712
H -0.582 0.206 0.783
C -4.807 1.001 -0.062
H -5.474 1.615 -0.679
H -5.102 1.095 0.986
H -3.578 2.027 -2.181
H -1.929 1.881 -1.537
H -2.515 -0.055 -3.018
H -4.935 -0.103 -2.643
H -4.261 -1.673 -2.198
H -1.017 -3.485 1.998
H -2.162 -3.650 0.661
H -0.812 -2.517 0.529
*
```

Computed properties:
Max |F| (eV Å⁻¹): 0.73
Orbital gap (eV): 9.1
Lowest unoccupied orbital energy (Eh): 0.015

The Mulliken scheme yields these atomic charges, measured in e: -1.130 -0.587 0.545 0.307 -0.140 0.020 -0.642 0.839 0.375 -1.268 -0.212 -0.016 -0.901 0.059 0.444 -0.680 -0.654 0.277 0.733 -0.372 -0.997 -0.228 0.533 0.381 0.551 0.037 0.019 -0.644 0.389 -0.719 -1.340 0.302 0.405 0.320 0.305 0.427 -0.666 -1.215 0.297 0.410 0.262 0.334 0.464 0.522 0.119 -0.014 -1.401 0.423 0.533 0.430 0.434 0.466 0.431 0.437 0.418 0.351 0.223

Record 6
The following is a DFT calculation (ωB97M-V with the def2-TZVPD basis set) of a cluster of 3 separate species, C31H54N2O5 in total at a distorted geometry.

Geometry as ORCA input:
```
! RIJCOSX wB97M-V def2-TZVPD def2/J DEFGRID3
* xyz 0 3
C 4.850 -4.886 6.354
C 4.828 -3.522 7.191
C 4.976 -2.201 6.272
C 3.546 -1.472 6.015
C 2.764 -2.440 5.001
C 1.934 -3.506 5.434
C 1.291 -4.377 4.252
O 0.114 -4.763 4.278
C 2.288 -4.656 3.024
C 2.359 -6.103 2.320
O 2.907 -6.064 0.999
C 4.347 -6.193 0.996
C 4.889 -7.365 0.037
C 3.107 -3.584 2.586
C 2.954 -2.224 3.421
O 2.947 -1.096 2.901
H 4.360 -4.809 5.325
H 4.227 -5.646 6.947
H 5.909 -5.292 6.198
H 3.801 -3.439 7.685
H 5.677 -3.594 7.959
H 5.334 -2.590 5.248
H 5.777 -1.483 6.630
H 3.782 -0.513 5.453
H 2.979 -1.319 6.982
H 1.756 -3.737 6.524
H 2.985 -6.745 3.043
H 1.307 -6.554 2.367
H 4.771 -5.206 0.583
H 4.811 -6.317 2.028
H 4.064 -8.052 -0.324
H 5.722 -7.930 0.584
H 5.365 -6.859 -0.876
H 3.825 -3.652 1.719
C 0.880 -1.753 -0.190
C 0.522 -0.240 -0.273
C -0.836 0.066 0.407
C -2.073 -0.228 -0.432
C -1.936 0.373 -1.825
C -0.646 -0.088 -2.526
N 0.574 0.183 -1.705
O 0.800 1.515 -1.737
C -0.782 -1.596 -2.846
C -0.559 0.572 -3.922
C 1.601 0.435 0.616
H 0.953 -2.236 -1.164
H 1.865 -1.913 0.253
H 0.154 -2.313 0.406
H -0.872 1.129 0.674
H -0.911 -0.480 1.353
H -2.249 -1.306 -0.486
H -2.954 0.197 0.060
H -2.812 0.098 -2.422
H -1.958 1.466 -1.748
H 0.121 -1.978 -3.331
H -1.616 -1.769 -3.533
H -0.988 -2.214 -1.973
H -0.588 1.663 -3.876
H -1.401 0.265 -4.549
H 0.359 0.275 -4.438
H 2.598 0.338 0.179
H 1.625 -0.031 1.605
H 1.403 1.498 0.781
C -2.995 5.551 -1.472
C -3.857 4.607 -2.359
C -3.011 3.932 -3.468
C -2.748 4.782 -4.704
C -4.040 5.408 -5.214
C -4.767 6.204 -4.115
N -5.017 5.382 -2.890
O -6.004 4.506 -3.181
C -3.919 7.457 -3.785
C -6.076 6.793 -4.690
C -4.264 3.468 -1.386
H -3.302 6.596 -1.523
H -3.083 5.307 -0.412
H -1.934 5.504 -1.735
H -3.522 3.022 -3.806
H -2.053 3.599 -3.056
H -2.001 5.550 -4.486
H -2.315 4.156 -5.490
H -3.814 6.058 -6.066
H -4.692 4.618 -5.606
H -4.385 8.049 -2.992
H -3.831 8.103 -4.664
H -2.897 7.229 -3.485
H -6.741 6.028 -5.096
H -5.862 7.485 -5.510
H -6.622 7.352 -3.925
H -4.930 3.830 -0.599
H -3.377 3.046 -0.903
H -4.760 2.638 -1.898
*
```

Computed properties:
Max |F| (eV Å⁻¹): 4.18
<S²>: 2.009
Orbital gap (alpha / beta) (eV): 7.7 / 8.4
Lowest unoccupied orbital energy (alpha / beta) (Eh): -0.035 / -0.035

The Mulliken scheme yields these atomic charges, measured in e: -0.723 -0.401 -0.546 -0.993 0.532 -0.413 0.081 -0.589 0.893 -0.707 -0.390 -0.080 -0.962 0.053 0.028 -0.611 -0.031 0.274 0.356 0.217 0.321 0.311 0.346 0.335 0.389 0.381 0.323 0.341 0.225 0.234 0.272 0.265 0.250 -0.009 -1.661 1.846 -1.426 -0.832 -0.685 1.930 0.400 -0.562 -2.035 -1.768 -1.653 0.346 0.311 0.321 0.411 0.381 0.359 0.469 0.536 -0.261 0.389 0.402 0.432 0.262 0.400 0.479 0.416 0.379 0.373 -1.763 1.934 -0.985 -0.883 -1.258 1.666 0.348 -0.544 -1.900 -1.767 -1.895 0.385 0.494 0.314 0.392 0.201 0.334 0.440 0.431 0.356 0.384 0.421 0.411 0.363 0.404 0.433 0.485 0.510 0.358

Question: Number 5 is which compound?
Answer: C21H30N2O4

Question: Look up the max |F| of the fourth one.
Answer: 5.91 eV Å⁻¹